Entry 1:
Here is a cluster of 2 separate species, C4H12 in total from the Open Molecules 2025 dataset. Energies are from ωB97M-V/def2-TZVPD.

Structure (XYZ):
```
16
Properties=species:S:1:pos:R:3:mulliken_charge:R:1
C 0.862 -1.486 -1.249 -0.7572
H 0.712 -0.437 -1.495 0.2475
H 1.601 -1.918 -1.920 0.3043
H -0.200 -3.337 -0.967 0.2709
C 0.535 1.938 1.143 -0.7073
H 0.988 0.963 1.387 0.1795
H -1.212 -1.880 -0.696 0.2511
H -1.535 2.333 0.567 0.2569
H -1.259 2.388 2.298 0.2982
C -0.411 -2.324 -1.296 -0.8118
H 1.268 -1.465 -0.235 0.2246
H -0.833 -2.348 -2.304 0.2703
H 1.035 2.662 1.779 0.3181
H -1.314 0.847 1.504 0.2473
H 0.752 2.193 0.102 0.2247
C -0.988 1.871 1.381 -0.8172
```

## Properties
**E_HOMO**: -11.79 eV
**HOMO-LUMO gap**: 12.914 eV
**Energy relative to the best compared isomer or geometry (same formula, charge and spin)**: 14.0 kJ/mol
**Multiplicity**: 1

Entry 2:
Here is the ion C6H11N2 with charge +1 from the Open Molecules 2025 dataset. Energies are from ωB97M-V/def2-TZVPD.

Structure (XYZ):
```
19
Properties=species:S:1:pos:R:3:mulliken_charge:R:1
H -1.007 0.896 -2.035 0.3311
C 0.691 -0.824 0.522 -0.1578
H -2.190 1.671 -0.006 0.2912
H 0.116 1.992 1.627 0.2878
C -0.579 0.675 -1.003 -0.1996
H 1.689 -1.420 0.600 0.4012
C 0.008 -0.164 1.685 -0.2273
H 2.280 -1.054 -1.706 0.2847
C 1.394 -0.426 -2.051 -0.8575
H 0.851 -1.150 -2.704 0.3339
C -1.174 1.191 0.055 -0.7703
H -1.257 -0.680 0.180 0.3908
H 0.477 -0.411 2.694 0.3749
H 1.779 0.440 -2.685 0.3222
C -0.695 1.199 1.442 -0.3932
H -1.406 1.324 2.227 0.4424
N 0.661 0.107 -0.899 0.0508
H -0.982 -2.144 1.154 0.2728
N -0.654 -1.223 0.902 -0.1782
```

## Properties
**E_HOMO**: -12.68 eV
**HOMO-LUMO gap**: 9.735 eV
**Net charge**: +1
**Energy relative to the best compared isomer or geometry (same formula, charge and spin)**: 378.5 kJ/mol
**Multiplicity**: 1

Entry 3:
Here is a structure of composition C27H54Cl2N3O4Si2Ti from the Open Molecules 2025 dataset. Energies are from ωB97M-V/def2-TZVPD.

Structure (XYZ):
```
93
Properties=species:S:1:pos:R:3:mulliken_charge:R:1
H -4.356 -1.174 1.986 0.2697
H -3.025 -2.191 2.630 0.1187
H 2.581 5.089 -2.298 0.2572
H -4.069 -1.265 3.751 0.3275
C -1.258 -0.066 4.088 -0.8785
H -0.516 4.511 4.492 0.3185
H -2.153 -0.703 0.436 0.0696
H -3.844 1.755 3.925 0.3077
Ti 0.241 0.198 0.349 -0.7027
H 4.459 -1.920 -3.272 0.3158
H -0.852 4.208 -0.818 -0.2660
H 2.090 2.018 3.603 0.1831
H -0.653 0.343 -3.198 -0.0062
H 2.936 -2.828 -3.057 0.1768
C 2.826 -1.007 -0.614 0.0468
C -0.395 -5.794 -0.064 -0.6909
C 1.683 2.951 4.000 -0.9371
N 0.415 -3.288 2.714 0.7335
H -0.324 8.081 -2.349 0.2919
Cl 0.004 4.042 -3.806 -0.3024
C -1.013 5.252 -1.119 -0.3656
H -2.797 -3.555 -0.988 0.4401
C -3.584 -1.255 2.764 -1.0300
C -0.105 4.608 3.478 -0.9365
H -0.479 3.127 1.357 0.1496
H -1.012 -2.481 1.426 0.2790
H 2.379 0.855 -2.230 0.0991
H -1.955 -1.664 -1.689 0.3854
H -0.387 -4.599 4.126 0.3761
H -0.901 5.888 -0.230 0.3180
H -2.045 -0.419 -3.981 0.2783
Si 0.136 5.721 -2.539 0.6486
C -0.949 -0.489 -3.855 -1.2009
H 1.739 -5.449 -0.223 0.4001
C 2.656 -0.019 -2.820 -0.7563
C 1.780 -3.298 3.232 -0.9942
C -0.016 -2.344 1.889 0.1051
H -0.277 -6.788 0.386 0.4430
O 2.267 0.002 -0.100 -0.6054
H -1.436 -4.280 2.696 0.2385
H 0.268 7.785 -3.993 0.2778
H 4.181 -2.882 -1.780 0.3106
H 1.461 -3.120 -1.145 0.0361
H 2.357 6.649 -3.135 0.2820
H 2.465 3.718 4.039 0.3744
C 0.270 2.687 2.032 0.2305
C 0.005 -2.840 -3.900 0.1505
H -0.012 -5.348 2.549 0.3346
C -0.875 -1.891 -1.797 0.1106
N 3.118 -1.067 -1.908 0.3169
H 1.725 -3.477 4.308 0.3236
H -0.490 -0.352 -4.834 0.3824
H 0.563 5.481 3.452 0.3282
H 1.769 -0.368 -3.366 0.0906
H 2.253 -2.340 3.017 0.2530
H -2.062 5.334 -1.444 0.3068
H -2.551 -5.844 0.004 0.3872
C 1.987 6.016 -2.309 -1.0011
H 0.204 -3.754 -3.343 0.4798
H -0.301 -3.631 -5.876 0.3340
C -0.681 -3.247 -1.161 0.0560
C 3.709 -2.245 -2.537 -0.7846
O 0.664 -1.298 1.662 -0.6348
C -0.408 -4.446 3.038 -1.0711
H -0.315 0.477 3.985 0.0830
H 3.463 0.209 -3.523 0.4798
C 0.591 -3.751 -0.910 0.7554
H -1.425 7.431 -3.584 0.2989
H 1.274 2.795 5.004 0.3290
C -1.740 0.229 0.890 -0.5295
H -0.927 4.774 2.775 0.2886
H -2.215 1.034 0.273 0.5220
C -3.342 1.792 2.950 -0.9796
H 0.201 -1.929 -5.847 0.3516
C 0.328 -2.898 -5.348 -1.5696
C -0.562 -1.800 -3.265 0.0901
C -1.668 -5.264 -0.272 -0.8681
H 2.172 6.570 -1.375 0.3176
N 0.619 3.390 3.103 0.4252
C -0.395 7.393 -3.210 -1.0135
C -1.808 -3.991 -0.818 -0.3388
H -2.653 2.644 2.931 0.1452
H -1.738 0.269 5.021 0.4712
Cl 0.076 1.959 -1.094 -0.4568
O -0.126 -0.924 -1.086 0.5783
H -4.102 1.927 2.171 0.2672
H -1.025 -1.126 4.228 0.2775
H 3.112 -1.865 0.018 0.4405
O 0.769 1.540 1.784 -0.2069
Si -2.422 0.208 2.651 0.4413
H 2.342 -4.119 2.772 0.2674
H 1.367 -3.228 -5.489 0.2976
C 0.738 -5.039 -0.387 -0.9436
```

## Properties
**E_HOMO (alpha / beta)**: -5.22 / -7.11 eV
**HOMO-LUMO gap (alpha / beta)**: 5.616 / 7.513 eV
**Multiplicity**: 2

multiplicity of number 1 (C4H12)? 1